# 1
C7H19AlO6P | ωB97M-V/def2-TZVPD

The LUMO energy comes out at 2.47 eV. Its HOMO-LUMO gap is 6.995 eV. The max |F| comes out at 2.67 eV/Å. The calculated total energy is -1313.41713 Eh. As for the net charge: -1.

Each line ends with the Mulliken charge.
Element x y z (Å)
C  -1.878  -0.607  0.774  -1.09
C  -2.907  0.537  0.974  0.46
O  -4.008  0.323  0.073  -0.57
C  -2.307  1.971  0.821  -0.54
O  -2.093  2.625  2.041  -0.56
Al  -0.792  1.887  3.132  0.27
P  -0.853  2.845  5.317  0.35
O  -0.974  1.712  6.370  -0.71
H  -2.034  -1.329  1.581  0.29
H  -1.917  -1.067  -0.217  0.34
H  -0.864  -0.222  0.920  0.25
H  -3.351  0.511  1.971  0.16
H  -3.858  0.855  -0.698  0.29
H  -1.431  1.986  0.149  0.24
H  -3.101  2.551  0.306  0.31
H  0.653  2.221  2.538  -0.25
H  -0.905  0.322  3.362  -0.23
H  -1.931  3.764  5.512  0.01
H  0.383  3.531  5.529  -0.02
C  2.162  -3.794  -1.841  -1.07
C  3.303  -2.803  -1.745  -0.18
O  3.346  -1.936  -2.885  -0.36
C  2.433  -0.966  -2.885  0.79
O  1.617  -0.766  -2.033  -0.53
O  2.573  -0.265  -4.011  -0.35
C  1.587  0.754  -4.174  -0.63
H  2.216  -4.348  -2.780  0.29
H  2.198  -4.501  -1.011  0.35
H  1.198  -3.288  -1.817  0.29
H  4.254  -3.336  -1.740  0.29
H  3.252  -2.218  -0.826  0.31
H  1.549  1.409  -3.306  0.30
H  0.611  0.304  -4.351  0.28
H  1.870  1.338  -5.047  0.21

=====

# 2
C15H12ClN7O | ωB97M-V/def2-TZVPD

The LUMO energy comes out at 0.06 eV. Its HOMO-LUMO gap is 8.401 eV. The max |F| comes out at 6.99 eV/Å. The SMILES is C=Cn1ncc2c1nc(N)n1c(=O)n(Cc3cccc(Cl)c3)nc21. The calculated total energy is -1497.44002 Eh.

Each line ends with the Mulliken charge.
Element x y z (Å)
O  2.118  -0.767  -0.270  -0.80
Cl  0.144  2.153  -5.664  -0.24
N  -4.039  -0.459  2.709  -1.13
N  -0.688  1.265  0.200  -1.24
N  -1.017  -2.466  1.933  -0.57
C  0.925  -0.220  -0.204  0.49
C  -3.299  0.313  1.940  -0.57
C  -1.013  0.110  0.698  0.27
C  -0.086  -2.020  1.102  0.37
C  -3.186  -3.834  3.995  -0.85
C  -2.129  -0.341  1.548  0.10
C  -3.890  -2.612  3.761  0.08
C  -2.092  -1.594  2.179  0.48
C  3.778  2.514  -3.656  -0.43
C  2.857  2.206  -4.678  -0.51
C  3.339  2.395  -2.331  -0.63
C  1.032  2.127  -3.062  -0.46
C  1.465  2.188  -4.350  0.23
C  1.991  2.135  -1.997  0.87
N  0.982  -2.818  1.229  -0.47
N  -3.327  -1.620  2.925  0.84
N  -0.115  -0.835  0.432  0.05
N  0.520  1.102  -0.372  0.97
C  1.517  2.089  -0.543  -1.24
H  -3.598  1.305  1.657  0.55
H  -2.250  -4.077  3.531  0.27
H  -3.622  -4.661  4.503  0.26
H  -4.887  -2.695  4.069  0.37
H  4.888  2.643  -3.799  0.31
H  3.168  2.285  -5.710  0.38
H  4.028  2.540  -1.532  0.33
H  -0.026  2.049  -2.893  0.47
H  1.765  -2.322  0.870  0.31
H  1.030  -3.091  2.150  0.24
H  1.243  3.117  -0.283  0.44
H  2.473  1.894  -0.090  0.44

=====

# 3
C28H26F4N3PV | ωB97M-V/def2-TZVPD

The LUMO energy (alpha / beta) comes out at -3.06 / -3.07 eV. Its HOMO-LUMO gap (alpha / beta) is 7.885 / 7.864 eV. The max |F| comes out at 0.51 eV/Å. The calculated total energy is -2931.44473 Eh. As for the net charge: +1.

Each line ends with the Mulliken charge.
Element x y z (Å)
V  0.765  -1.696  0.344  0.73
C  2.809  -0.145  2.025  -0.96
N  1.919  -1.322  2.103  0.55
C  2.723  -2.513  2.449  -1.14
C  0.870  -1.080  3.128  -1.05
C  -0.173  -2.185  3.103  -1.10
N  -0.414  -2.486  1.697  0.55
C  -1.381  -3.384  1.309  -0.44
C  -1.403  -3.706  -0.047  0.79
F  -0.407  -3.092  -0.800  -0.35
C  -2.296  -4.557  -0.646  -0.08
F  -2.213  -4.782  -1.956  -0.29
C  -3.260  -5.174  0.130  -0.46
C  -3.266  -4.890  1.483  0.09
F  -4.176  -5.463  2.268  -0.29
C  -2.360  -4.021  2.073  0.56
F  -2.447  -3.799  3.394  -0.31
H  3.337  -0.013  2.974  0.39
H  2.220  0.743  1.808  0.10
H  3.533  -0.287  1.226  0.36
H  3.187  -2.386  3.432  0.34
H  3.509  -2.644  1.706  0.41
H  2.096  -3.402  2.464  0.31
H  0.401  -0.128  2.867  0.37
H  1.327  -0.975  4.118  0.40
H  -1.066  -1.833  3.621  0.52
H  0.175  -3.071  3.644  0.54
H  -3.980  -5.854  -0.301  0.51
N  0.929  -0.255  -0.625  -0.50
P  0.370  1.161  -1.117  1.71
C  0.941  2.472  -0.026  0.07
C  0.090  3.058  0.907  -0.19
C  0.591  3.983  1.814  -0.77
C  1.935  4.323  1.788  -0.50
C  2.787  3.742  0.856  -0.74
C  2.294  2.817  -0.049  -0.32
C  0.946  1.549  -2.770  0.21
C  1.070  2.868  -3.204  -0.38
C  1.464  3.129  -4.507  -0.81
C  1.734  2.078  -5.374  -0.47
C  1.613  0.764  -4.942  -0.70
C  1.220  0.497  -3.640  -0.55
C  -1.432  1.201  -1.127  0.30
C  -2.123  2.018  -2.019  -0.48
C  -3.509  2.061  -1.987  -0.71
C  -4.208  1.289  -1.070  -0.57
C  -3.524  0.470  -0.182  -0.80
C  -2.139  0.425  -0.210  -0.15
H  -0.962  2.802  0.921  0.42
H  -0.073  4.444  2.534  0.45
H  2.321  5.048  2.492  0.42
H  3.834  4.015  0.834  0.43
H  2.958  2.362  -0.775  0.49
H  0.867  3.689  -2.527  0.48
H  1.564  4.151  -4.846  0.41
H  2.043  2.284  -6.390  0.41
H  1.830  -0.051  -5.619  0.42
H  1.134  -0.524  -3.291  0.37
H  -1.584  2.611  -2.746  0.40
H  -4.042  2.692  -2.684  0.43
H  -5.289  1.322  -1.051  0.40
H  -4.070  -0.135  0.530  0.47
H  -1.610  -0.217  0.486  0.30